{
  "formula": "C4H7NO2",
  "method": "ωB97M-V with the def2-TZVPD basis set",
  "symbols": ["O", "O", "N", "C", "C", "C", "C", "H", "H", "H", "H", "H", "H", "H"],
  "coordinates": [[1.68712, 1.66524, 0.24827], [-2.24235, 1.11761, 0.57881], [2.19087, -0.20340, -0.87767], [1.31547, 0.58126, -0.16981], [-0.27508, 0.08082, -0.15536], [-1.19927, -1.13831, 0.59757], [-1.11873, 1.30367, 0.17809], [1.92552, -1.14605, -1.11081], [-2.31210, -1.16370, 0.37576], [-1.20842, -1.06442, 1.69645], [-0.72428, 2.33834, 0.12951], [-0.83810, -2.10685, 0.25980], [3.18364, -0.03556, -0.73253], [-0.40903, -0.20872, -1.21616]],
  "lowdin_charge": [0.043, 0.019, 0.137, -0.456, -0.128, -0.041, -0.241, 0.094, 0.088, 0.069, 0.129, 0.045, 0.114, 0.127],
  "e_homo_ev": -9.670,
  "smiles": "C[C@@H](C=O)C(N)=O",
  "gap_ha": 0.3787,
  "de_lowest_ev": 1.9533,
  "charge": 0
}

=====

{
  "formula": "C12H20N3O9",
  "method": "ωB97M-V with the def2-TZVPD basis set",
  "symbols": ["O", "O", "O", "O", "O", "O", "O", "O", "O", "N", "N", "N", "C", "C", "C", "C", "C", "C", "C", "C", "C", "C", "C", "C", "H", "H", "H", "H", "H", "H", "H", "H", "H", "H", "H", "H", "H", "H", "H", "H", "H", "H", "H", "H"],
  "coordinates": [[0.48747, -3.11654, -6.55607], [7.16630, -1.98891, -0.03779], [-4.32345, 2.22139, 3.95407], [-0.94376, -4.72883, -6.68977], [-4.76270, 3.52466, 5.57828], [-3.72734, 2.57100, -4.56997], [8.36174, -3.84631, -0.21238], [-2.16709, 4.82653, -2.87791], [2.73532, 0.93227, -1.59738], [-4.11480, 2.65197, 5.06493], [0.18877, -4.25852, -6.82759], [7.35827, -3.15706, -0.37239], [-2.92188, 2.17325, 7.22141], [0.71775, -0.55736, -0.88122], [-2.90159, 2.17826, 5.78140], [-3.64363, 4.64234, -2.95027], [-1.85058, 1.74001, 7.95632], [1.89499, 0.39687, -0.60415], [-4.31991, 3.28749, -3.46572], [1.17197, -5.16581, -7.56554], [-0.61236, 1.35999, 5.82972], [-0.64258, 1.37529, 7.25305], [6.23792, -3.89029, -1.08776], [-1.72246, 1.84823, 5.14587], [-4.15307, 4.93039, -2.03070], [0.07408, -0.21171, -1.69012], [6.58897, -4.20671, -2.06997], [2.11027, -4.62956, -7.70741], [0.22045, 1.01696, 5.23377], [-4.01372, 5.46546, -3.56151], [0.11995, 1.11780, 7.97323], [-4.31926, 2.67498, -2.56409], [1.44837, -5.86219, -6.77386], [-1.83359, 1.61491, 9.02891], [-5.40186, 3.34280, -3.58585], [1.06683, -1.53338, -1.21832], [-1.75909, 1.85229, 4.06650], [-3.85932, 2.45451, 7.67803], [0.73470, -5.66052, -8.43281], [5.45060, -3.15707, -1.26277], [1.27693, 1.25956, -0.35541], [2.49425, 0.01818, 0.22385], [0.21957, -0.77282, 0.06402], [5.86847, -4.73373, -0.50449]],
  "lowdin_charge": [0.092, 0.081, 0.043, 0.018, 0.007, -0.415, 0.014, -0.409, -0.458, -0.423, -0.442, -0.428, -0.050, -0.167, -0.138, -0.410, -0.119, -0.585, -0.449, 0.024, -0.075, -0.098, 0.038, -0.035, 0.037, 0.064, 0.089, 0.084, 0.099, 0.036, 0.070, 0.049, 0.085, 0.082, 0.036, 0.020, 0.121, 0.093, 0.084, 0.099, 0.062, 0.046, 0.038, 0.092],
  "e_homo_ev": 3.438,
  "gap_ha": 0.0415,
  "charge": -3
}

=====

{
  "formula": "C25H31GdN6O10P2S",
  "method": "ωB97M-V with the def2-TZVPD basis set",
  "symbols": ["Gd", "S", "P", "P", "O", "O", "O", "O", "O", "O", "O", "O", "O", "O", "N", "N", "N", "N", "N", "N", "C", "C", "C", "C", "C", "C", "C", "C", "C", "C", "C", "C", "C", "C", "C", "C", "C", "C", "C", "C", "C", "C", "C", "C", "C", "H", "H", "H", "H", "H", "H", "H", "H", "H", "H", "H", "H", "H", "H", "H", "H", "H", "H", "H", "H", "H", "H", "H", "H", "H", "H", "H", "H", "H", "H", "H"],
  "coordinates": [[-1.25298, -0.14446, 0.53273], [0.55682, -2.69058, 0.62434], [0.86427, 0.53997, -1.50401], [-2.17039, 2.19465, -1.06630], [-1.83783, -0.36191, -1.71559], [-2.17163, 3.61975, 4.29736], [-4.97854, -2.61249, 1.17483], [-3.14475, -1.22483, -3.30119], [0.58361, -3.72363, 1.63726], [1.51739, 4.34094, 1.38405], [0.02233, 5.45166, 3.66581], [0.16754, 1.78125, 0.65751], [-0.65225, -2.60489, -0.17414], [-2.05979, 1.41027, 2.26088], [0.89805, 0.19944, 2.96241], [4.85023, -3.92201, -3.33072], [-3.41318, -1.14845, 0.30898], [-1.92758, -1.62303, 2.61055], [2.65688, -1.36098, 2.58912], [0.72385, -1.23748, 1.22838], [1.21127, -0.33443, -3.10101], [-0.13678, 2.60473, 1.57637], [0.40204, 2.19668, -2.21416], [3.19123, -2.80473, -0.22581], [1.46211, -0.82449, 2.28023], [1.52221, -3.60373, -1.76578], [-0.22940, 4.41687, 3.07959], [-3.39776, -1.59153, 2.66211], [2.86998, 0.30496, 4.28462], [1.60354, 0.75808, 3.92232], [-2.87888, -0.98928, -2.12018], [1.86347, -3.05559, -0.54013], [2.51179, -3.90179, -2.68639], [-4.00882, -1.84051, 1.26767], [2.60183, 0.96238, -1.04066], [3.84680, -3.62655, -2.39834], [-3.88427, -1.41359, -1.03960], [-3.80162, 2.20699, -1.93474], [3.32990, -0.78949, 3.58079], [4.17687, -3.08437, -1.15534], [-1.08383, 2.29203, -2.56721], [-1.36309, 3.48192, 3.39253], [-1.28292, 2.39574, 2.40794], [0.53261, 3.84641, 1.92425], [-2.11912, 3.98837, -0.59498], [1.13824, 1.59618, 4.43479], [-3.81301, -2.33518, 3.34726], [0.47540, -3.76850, -1.98858], [3.10602, 0.06604, -0.67118], [-3.69874, -0.59482, 2.98962], [-1.11014, 4.26133, -0.28272], [-1.53455, -1.31838, 3.49232], [4.53131, -3.93806, -4.28545], [-1.61181, -2.57319, 2.44322], [2.25228, -4.31418, -3.65515], [-2.78931, 4.15650, 0.25049], [-1.36866, 1.45317, -3.20419], [-2.41888, 4.63053, -1.42705], [-4.81575, -0.87118, -1.24499], [1.67354, 0.32272, -3.84200], [0.26578, -0.72139, -3.48906], [-3.89758, 1.29473, -2.52419], [5.21681, -2.87409, -0.92842], [3.15850, 1.36766, -1.88934], [2.56376, 1.70134, -0.23925], [-4.10621, -2.47475, -1.17662], [-1.29979, 3.22771, -3.09467], [-4.60068, 2.22944, -1.19124], [1.01596, 2.37649, -3.10275], [0.66898, 2.93743, -1.45766], [3.42294, -2.38143, 0.74377], [-3.89327, 3.07552, -2.59038], [5.68256, -3.36667, -3.22101], [3.44817, 0.77307, 5.06736], [1.87339, -1.17758, -2.90976], [4.29346, -1.23864, 3.81050]],
  "lowdin_charge": [1.485, 0.565, 0.887, 0.893, -0.331, 0.057, -0.042, -0.015, -0.300, 0.040, 0.071, -0.284, -0.365, -0.118, 0.141, 0.078, -0.094, -0.041, 0.120, -0.242, -0.255, -0.370, -0.393, -0.063, -0.440, -0.064, -0.298, -0.178, -0.066, -0.109, -0.677, -0.271, -0.045, -0.585, -0.252, -0.333, -0.152, -0.254, -0.151, -0.036, -0.394, -0.312, -0.346, -0.334, -0.253, 0.118, 0.103, 0.121, 0.017, 0.107, 0.033, 0.081, 0.077, 0.068, 0.109, 0.044, 0.069, 0.030, 0.119, 0.030, 0.038, 0.027, 0.105, 0.035, 0.034, 0.118, 0.075, 0.041, 0.070, 0.067, 0.086, 0.032, 0.076, 0.087, 0.008, 0.099],
  "e_homo_ev": [-1.936, -1.959],
  "gap_ha": [0.2171, 0.2179],
  "de_lowest_ev": 0.1763,
  "charge": -2,
  "multiplicity": 8
}

=====

{
  "formula": "C44H56IN8OPRh",
  "method": "ωB97M-V with the def2-TZVPD basis set",
  "symbols": ["I", "Rh", "P", "O", "N", "N", "N", "N", "N", "N", "N", "N", "C", "C", "C", "C", "C", "C", "C", "C", "C", "C", "C", "C", "C", "C", "C", "C", "C", "C", "C", "C", "C", "C", "C", "C", "C", "C", "C", "C", "C", "C", "C", "C", "C", "C", "C", "C", "C", "C", "C", "C", "C", "C", "C", "C", "H", "H", "H", "H", "H", "H", "H", "H", "H", "H", "H", "H", "H", "H", "H", "H", "H", "H", "H", "H", "H", "H", "H", "H", "H", "H", "H", "H", "H", "H", "H", "H", "H", "H", "H", "H", "H", "H", "H", "H", "H", "H", "H", "H", "H", "H", "H", "H", "H", "H", "H", "H", "H", "H", "H", "H"],
  "coordinates": [[-1.07229, -2.64505, -2.39300], [-0.35049, -0.67140, -0.74889], [-1.72705, -1.71202, 0.93094], [5.78211, -1.30764, 2.10564], [-2.35657, 1.62527, -4.45696], [5.99118, 0.53617, 0.82403], [0.34586, 1.21366, 0.09598], [1.98519, -1.46693, -0.37385], [-2.03940, 0.65430, -2.25666], [-3.08222, 2.83307, -2.51419], [-4.25976, 0.87050, -3.22895], [1.48915, 3.23748, 0.27546], [-1.49255, 0.81406, -3.63610], [-1.78329, -5.45280, -2.22044], [6.90909, 1.62638, 2.85437], [5.36713, -0.66827, 1.16615], [-2.22010, 2.01959, -1.69104], [0.40023, -2.45598, 2.49318], [-4.39859, 2.19660, -2.62972], [0.63307, -2.13769, 4.85935], [5.75694, 1.18578, -1.55637], [-2.51313, -4.37028, -0.13700], [3.54854, -3.22779, -0.82075], [-2.37527, -6.66517, -1.85504], [2.96108, -0.77602, 0.21924], [4.25964, -1.25571, 0.33057], [-3.67369, 1.70399, 1.96926], [-0.84877, -1.83394, 2.52452], [0.95994, 5.28190, -1.05772], [5.42065, 1.49960, -0.09069], [1.57144, 1.98116, -1.82848], [-3.36060, -3.52561, 1.98079], [7.20608, 0.89040, 1.52939], [-0.60415, -1.51054, 4.89660], [-2.50892, 2.95021, -3.85865], [-3.05612, -0.49849, 1.18364], [2.28134, -2.66838, -0.87700], [4.55229, -2.51627, -0.19902], [-3.07334, -6.73003, -0.68603], [-3.90088, -5.75686, 1.37062], [-4.99013, 1.46434, 1.59303], [1.22125, 3.33682, 1.71504], [-3.39946, 0.05442, -2.40585], [-4.37838, -0.72925, 0.80713], [2.04037, 4.41741, -0.40896], [-3.15823, -5.61665, 0.17984], [-1.35155, -1.36318, 3.73762], [-0.18310, 3.83200, 2.06341], [-2.60497, -3.32938, 0.83752], [-1.86564, -4.35560, -1.40084], [-4.02679, -4.72231, 2.25045], [-2.71096, 0.73339, 1.75087], [1.09164, 2.16133, -0.41345], [1.13369, -2.61764, 3.65755], [-3.67219, 0.99074, -4.56572], [-5.33842, 0.25063, 1.01816], [-1.24169, 2.50164, -1.61986], [7.86169, 1.81118, 3.34620], [-1.53542, 3.44392, -3.80141], [-1.00054, -1.14158, 5.83325], [2.76135, 4.09925, -1.16327], [-4.32055, 1.58472, -5.20783], [-1.27066, -5.37903, -3.17084], [1.96001, 4.01745, 2.13524], [-3.43306, -2.72541, 2.70390], [6.29692, 1.00051, 3.50063], [2.57745, 5.00668, 0.33205], [1.42181, 6.11956, -1.57903], [-4.37312, -6.70941, 1.57374], [-6.36853, 0.04764, 0.75622], [-3.30668, -0.92515, -2.87519], [-4.84727, 2.10396, -1.63836], [-5.74613, 2.21861, 1.76562], [-3.84373, -0.06097, -1.41822], [-3.16926, 3.55447, -4.47886], [5.54114, -2.94375, -0.08804], [5.42168, 2.01496, -2.17699], [-4.60796, -4.82313, 3.15630], [5.82322, 2.47567, 0.17662], [-2.64382, 1.93063, -0.68705], [-3.56136, -0.00343, -5.00254], [0.79077, -2.81933, 1.54916], [2.66690, 0.16986, 0.65985], [-1.38790, -0.17403, -4.09265], [1.40872, 2.35638, 2.16441], [1.26887, 0.99073, -2.16401], [-3.41560, 2.63359, 2.45994], [-1.68643, 0.90659, 2.05940], [0.37379, 4.71089, -1.77956], [-0.29996, 4.87993, 1.79662], [-2.32418, -0.89400, 3.79027], [1.20477, -2.26112, 5.76947], [7.74607, -0.02621, 1.76057], [-3.57888, -7.64289, -0.39947], [3.72869, -4.21073, -1.23206], [2.65969, 2.04510, -1.88110], [1.47553, -3.23093, -1.32594], [6.83215, 1.08213, -1.69876], [5.26834, 0.27172, -1.89071], [-4.66189, -1.67934, 0.37282], [6.41275, 2.58026, 2.67982], [0.06327, 1.37979, 1.05287], [-0.95215, 3.25684, 1.54511], [7.79906, 1.53113, 0.87559], [-0.50882, 1.28687, -3.58317], [-2.29659, -7.51938, -2.51232], [0.27583, 5.68399, -0.31319], [2.09285, -3.11827, 3.62511], [-0.34415, 3.74193, 3.13762], [-5.04146, 2.81645, -3.25318], [4.33737, 1.52336, 0.04859], [1.16619, 2.73541, -2.50233]],
  "lowdin_charge": [1.237, 0.630, 0.989, 0.226, -0.083, 0.083, 0.021, 0.008, -0.130, -0.078, -0.078, -0.067, -0.202, -0.160, -0.002, -0.308, -0.180, -0.110, -0.135, -0.052, -0.009, -0.181, 0.010, -0.040, -0.080, -0.108, -0.062, -0.359, -0.038, -0.150, -0.003, -0.082, -0.130, -0.047, -0.142, -0.378, -0.135, 0.036, 0.006, 0.012, -0.043, -0.185, -0.207, -0.097, -0.183, -0.139, -0.084, -0.046, -0.279, -0.521, -0.023, -0.140, -0.445, -0.065, -0.132, -0.046, 0.098, 0.107, 0.126, 0.120, 0.108, 0.140, 0.089, 0.125, 0.105, 0.089, 0.125, 0.095, 0.133, 0.125, 0.067, 0.126, 0.123, 0.097, 0.139, 0.144, 0.096, 0.126, 0.143, 0.112, 0.135, 0.079, 0.107, 0.088, 0.115, 0.054, 0.115, 0.083, 0.063, 0.080, 0.108, 0.118, 0.147, 0.132, 0.133, 0.079, 0.039, 0.098, 0.083, 0.118, 0.087, 0.028, 0.056, 0.151, 0.106, 0.126, 0.077, 0.111, 0.094, 0.139, 0.112, 0.089],
  "e_homo_ev": [-14.730, -14.757],
  "gap_ha": [0.2636, 0.1087],
  "de_lowest_ev": 0.9246,
  "charge": 3,
  "multiplicity": 5
}